Formula: C22H42F14HfN2O12P2S2
Source: the OMol25 dataset
Level of theory: ωB97M-V/def2-TZVPD

Atoms and positions in Å:
C  5.577081  0.007201  -3.152966
C  4.290557  0.605881  -2.558175
C  4.303738  2.111056  -2.436650
N  3.273634  2.678283  -1.346824
C  3.578316  2.180970  0.081315
C  1.735077  2.669609  -1.721007
C  1.184705  4.060394  -1.407083
C  2.375505  4.935720  -0.831793
C  3.648603  4.238430  -1.275832
H  5.563666  -1.077752  -3.256840
H  6.433740  0.165336  -2.497805
H  5.794929  0.488866  -4.106187
H  4.251670  0.181132  -1.555094
H  3.375039  0.272771  -3.047013
H  3.977924  2.520333  -3.392914
H  5.272056  2.539696  -2.178333
H  3.092235  2.934198  0.701375
H  4.655767  2.084581  0.215077
H  3.261799  1.155705  0.273030
H  1.349284  1.796090  -1.195424
H  1.754103  2.468372  -2.792099
H  0.342009  4.072890  -0.715859
H  0.822432  4.554945  -2.308353
H  2.279288  5.273910  0.199940
H  2.509070  5.859397  -1.394900
H  4.518742  4.319590  -0.624395
H  3.797665  4.554569  -2.308274
Hf  -0.892213  -3.274008  2.045722
P  0.327430  0.492325  1.762827
F  0.862529  2.024514  1.671167
F  1.522077  -0.100348  2.670154
F  -0.413589  0.636618  3.142318
F  -0.317664  -1.030286  1.730855
F  -1.080030  1.009086  1.054736
F  1.028318  0.077549  0.331301
P  2.643361  -3.423710  0.343179
F  1.649292  -3.529606  -0.918198
F  2.106502  -4.868038  0.971906
F  3.936270  -4.039698  -0.462453
F  3.616783  -3.215023  1.600821
F  3.087454  -1.915096  -0.116074
F  1.439409  -2.730659  1.129832
N  -2.925834  -2.637031  1.537852
S  -3.958406  -1.426359  1.549990
O  -4.983803  -1.561525  2.533860
O  -4.129677  -0.630540  0.286731
F  -2.940796  -0.516862  2.435620
S  -4.212565  -3.434314  0.554664
O  -4.062817  -3.086922  -0.849253
O  -5.501722  -3.806726  1.122216
F  -3.472656  -4.887021  0.572727
C  -2.008069  1.509597  -2.732067
O  -1.733643  2.951134  -3.001330
C  -1.726048  3.185721  -4.364872
C  -1.618942  4.642736  -4.765647
O  -2.776054  5.455737  -4.436962
C  -3.925574  5.232884  -5.227872
H  -1.669598  1.066101  -1.795667
H  -1.793341  0.949970  -3.642461
H  -3.096163  1.468163  -2.781462
H  -2.488879  2.617800  -4.897458
H  -0.787316  2.800702  -4.763188
H  -1.443519  4.736906  -5.837312
H  -0.767737  5.125261  -4.285321
H  -4.223902  4.184793  -5.203405
H  -3.819591  5.532681  -6.270464
H  -4.778755  5.874408  -5.007349
C  -1.091512  -1.615343  -0.901041
O  -0.960229  -2.902213  -0.329207
C  -1.113861  -3.938453  -1.305874
C  -0.710882  -5.279612  -0.755210
O  -0.880311  -5.349037  0.709725
C  -0.887223  -6.706867  1.130196
H  -1.952696  -1.576401  -1.568093
H  -0.237993  -1.283103  -1.491992
H  -1.271580  -0.794147  -0.207269
H  -0.419478  -3.737744  -2.121740
H  -2.058933  -4.001736  -1.845248
H  0.246652  -5.548798  -1.201047
H  -1.406684  -6.018177  -1.153297
H  0.065806  -7.190156  0.915103
H  -1.635628  -7.380368  0.712601
H  -1.014569  -6.714306  2.212709
C  -0.307547  -1.128218  6.206546
C  -0.385170  -0.576534  7.411649
C  -1.647975  -0.132833  8.042796
O  -1.942390  0.280887  9.144308
C  -2.719294  -0.223213  7.051298
C  -2.627740  -0.779640  5.812273
C  -1.435033  -1.277154  5.229220
O  -1.238563  -1.838516  4.128161
O  -3.640047  -0.727246  4.911134
O  0.630722  -0.582653  8.302919
H  0.650121  -1.569551  5.973082
H  -3.607312  0.276570  7.409127
H  -4.473682  -0.533616  5.346064
H  0.383876  -0.264914  9.174525

Forces on the atoms, in the same order (eV/Å):
C 0.0358 0.5069 -0.2407
C 0.4180 -0.8129 1.2772
C -1.4692 -0.0097 0.4268
N 1.6066 1.4094 -0.2358
C -0.2297 -0.2456 -1.1496
C 2.1549 -0.4735 0.0704
C 0.5759 0.9665 0.6897
C -0.0403 0.2563 -0.8524
C -1.2596 -1.9080 0.1293
H -0.5017 0.1117 -0.2359
H -0.0662 0.3882 0.1085
H 0.1595 -0.2894 -0.1540
H -0.2709 -0.0447 0.1983
H 0.0970 -0.0203 -0.2758
H 0.0118 0.4283 0.1222
H -0.0725 -0.1423 0.1820
H 0.2466 -0.4985 0.4194
H 0.0669 0.7680 -0.1003
H -0.7485 0.2562 -0.2481
H -0.3474 0.3750 0.0387
H -0.2053 -0.0421 0.0282
H 0.1546 -0.3106 0.0571
H 0.0529 -0.2434 -0.1140
H 0.0659 -0.7116 0.1139
H -0.8178 0.3262 0.1242
H -0.0333 0.1586 -0.3357
H 0.5934 -0.2925 0.1238
Hf -0.2949 4.3138 -3.7777
P 0.5981 3.3448 0.2329
F 0.1486 -1.5959 0.2825
F 0.6438 0.2654 -1.6846
F -0.9106 1.0596 0.8837
F -1.6618 -4.8272 -0.0825
F 1.2358 -0.8377 -0.5531
F -0.6061 0.6655 1.3146
P 5.9641 -0.3341 -1.4566
F 0.2045 -0.5845 -0.0625
F 0.0599 0.7516 -0.7932
F -2.3013 -0.1315 0.4077
F -0.9552 -0.4827 0.5013
F -0.7275 -0.4717 -0.4023
F -3.9094 0.7637 2.7682
N -0.9056 -3.0707 -1.0397
S 0.5904 11.1195 3.3197
O -0.0925 -0.8203 -1.6606
O 0.5827 -3.3816 3.6251
F -0.4087 -0.3579 -1.6560
S -1.2598 -7.1122 -4.3325
O -0.1778 0.0736 2.6827
O 2.9975 1.8120 -0.5358
F 0.0530 0.9993 0.5336
C -1.7537 1.1507 -1.6742
O 0.1703 -0.7934 1.1529
C 0.6640 -1.1393 -0.1080
C 0.1709 0.9989 0.2796
O -0.3844 -0.4008 -0.7781
C -1.0471 0.5725 -0.0091
H 0.5079 0.7954 -0.1518
H 0.9930 -0.3215 0.2917
H -0.2463 -0.1692 0.6857
H -0.5308 0.3540 -0.1093
H 0.3442 -0.0830 -0.4354
H -0.3947 -0.2809 -0.2532
H -0.3311 0.0047 0.4214
H 0.2830 -0.2987 -0.0435
H 1.0948 -0.3079 -0.5750
H 0.3581 0.0579 1.2328
C -0.7256 2.1420 -1.2193
O -0.0517 -0.6997 1.7864
C 0.7524 -0.4235 -1.2270
C -0.8491 -0.3216 -0.6175
O 0.4776 2.1579 -0.0496
C 0.7473 -1.5596 1.4544
H -0.1914 -0.5233 0.0230
H 0.4807 -0.7319 0.1966
H 0.0130 -0.7180 0.4457
H 0.3284 0.2791 0.1919
H -0.6073 0.6329 1.0048
H 0.5768 -0.0908 1.4013
H -0.1727 -0.0431 0.1737
H 0.2424 0.3708 -0.0314
H -0.5284 0.8103 -0.3997
H -0.0355 -0.0018 0.0546
C 0.1041 -0.9157 -2.4195
C 1.5921 0.2136 4.3863
C -2.5552 0.4249 -1.3236
O 1.8683 -0.5118 -0.4182
C -0.4961 -0.3906 -0.9475
C -3.1748 1.8460 -0.1004
C 4.3223 -0.3722 2.9382
O -0.2541 -2.0164 -1.8411
O 0.1400 -0.5501 0.3573
O 0.2101 -0.5503 -2.1805
H 0.0956 0.0283 -0.3596
H -0.4476 -0.1904 -0.3305
H -0.3056 0.1624 0.0886
H -0.4987 0.3359 0.3539

The total energy comes out at -4800.11922 Ha. As for the spin multiplicity: 2. The calculation puts the HOMO energy (alpha / beta) at -15.9 / -15.9 eV. The value obtained for the LUMO energy (alpha / beta) is -11.22 / -12.47 eV. The charge is +3. For the HOMO-LUMO gap (alpha / beta), the calculation gives 4.63 / 3.38 eV.

Here are the Mulliken charges for atoms 1 to 5, given in e: atom 1 (C): -1.520, atom 2 (C): 0.091, atom 3 (C): -0.743, atom 4 (N): 0.314, atom 5 (C): -0.650